Density functional theory data (wB97M-V/def2-TZVPD) for a single C2H4BrClIN molecule.

lowest unoccupied orbital energy: -0.0473 hartree
multiplicity: 1
F_max: 2.9 eV/A
highest occupied orbital energy: -0.3443 Eh
energy above the lowest of the compared OMol25 structures with the same formula, charge and spin: 0.9410 eV
SMILES: CN(I)[C@H](Cl)Br
electronic energy: -3465.184655 Eh

Each line ends with the Löwdin charge.
Atoms and positions in Å:
C -0.17814 -0.37075 1.18119  -0.224
C 0.20727 -0.04005 -1.19756  -1.055
N 0.51926 0.27493 0.07312  -0.700
Cl -1.76116 0.79593 -1.72231  0.074
Br -0.08372 -1.83360 -1.58289  0.742
I 1.20260 2.19934 0.52946  0.889
H -0.92162 0.40748 1.45718  0.076
H -0.32395 -1.41868 1.06720  0.036
H 0.38676 -0.46910 2.12980  0.080
H 0.95269 0.45449 -1.93519  0.081

Density functional theory data (wB97M-V/def2-TZVPD) for C42H49F3N4O5P2S2V as an isolated structure.

lowest unoccupied orbital energy (alpha / beta): 0.1172 / 0.1173 hartree
multiplicity: 2
F_max: 0.9 eV/A
highest occupied orbital energy (alpha / beta): -0.0381 / -0.0376 Eh
charge: -2
electronic energy: -4947.838016 Eh

Each line ends with the Mulliken spin population.
Atoms and positions in Å:
V -1.06958 -0.66677 0.27516  1.158
O 2.16740 0.27585 1.59840  0.000
C 1.65756 -0.81784 1.50237  -0.006
O 0.60085 -1.01645 0.68494  0.031
C 2.08583 -2.02745 2.25146  0.000
C 2.57483 -1.74066 3.53605  0.002
C 2.92669 -2.73374 4.42399  0.000
C 2.78936 -4.06349 4.00945  0.000
C 2.34398 -4.36158 2.74369  -0.002
C 1.98739 -3.36723 1.78860  -0.003
S 1.56234 -3.87000 0.20204  -0.002
H 2.61772 -0.69993 3.82581  0.000
H 3.26815 -2.49084 5.42323  0.000
H 3.04152 -4.87433 4.68716  0.000
H 2.25779 -5.39117 2.42000  0.000
C 3.92174 1.70237 -1.65195  0.000
P 2.55538 0.45445 -1.65473  0.007
C 1.61361 1.11515 -3.11692  -0.006
N 2.23890 1.29983 -4.25148  0.000
C 1.52679 1.70682 -5.33428  0.000
C 2.17652 1.88461 -6.57526  0.000
C 1.45481 2.26944 -7.67139  0.000
C 0.06434 2.49235 -7.57202  0.000
C -0.58098 2.33252 -6.37673  0.000
C 0.14772 1.93911 -5.23399  0.000
N -0.48728 1.81773 -4.03763  0.000
C 0.20103 1.42651 -2.99934  -0.005
P -0.79532 1.43784 -1.41367  0.069
C -2.47076 1.58372 -2.14181  -0.005
C -0.46180 3.16974 -0.78907  -0.004
C 0.83682 3.14459 0.01941  0.001
C -0.34799 4.20963 -1.90432  -0.002
C -1.63665 3.51089 0.12537  0.005
C 3.48637 -1.00801 -2.38867  0.000
C 4.52694 -0.68017 -3.45785  0.000
C 2.47266 -2.01348 -2.93625  -0.001
C 4.18541 -1.64579 -1.17385  0.001
H 4.24317 1.97581 -2.65719  0.000
H 4.76197 1.26018 -1.11470  0.000
H 3.63326 2.59946 -1.10271  0.000
H 3.24157 1.69633 -6.61991  0.000
H 1.94660 2.40038 -8.62735  0.000
H -0.48926 2.79138 -8.45341  0.000
H -1.64514 2.49723 -6.26643  0.000
H -2.63953 2.53921 -2.63602  -0.001
H -3.19153 1.43294 -1.33850  0.001
H -2.59847 0.78080 -2.86214  0.003
H 1.67791 2.88063 -0.62157  0.000
H 0.79311 2.41981 0.83228  0.001
H 1.03057 4.14326 0.42583  0.000
H 0.55686 4.06617 -2.49801  0.000
H -0.29432 5.20383 -1.44950  0.000
H -1.20268 4.19283 -2.58299  0.000
H -1.76116 2.71246 0.85489  0.006
H -2.56272 3.65221 -0.43363  0.001
H -1.41825 4.43725 0.66477  0.000
H 4.08819 -0.16575 -4.31610  0.000
H 4.97169 -1.61915 -3.80184  0.000
H 5.33649 -0.06371 -3.06065  0.000
H 1.92669 -1.61206 -3.79479  0.000
H 1.76537 -2.31612 -2.16331  -0.001
H 3.00423 -2.91265 -3.26190  0.000
H 4.87271 -0.95153 -0.68051  0.000
H 4.76749 -2.50610 -1.51657  0.000
H 3.46045 -2.02212 -0.45216  -0.001
N -1.58059 -6.01560 4.50233  -0.004
C -2.40432 -5.80511 3.39216  -0.012
S -3.50324 -7.06641 3.01712  -0.011
C -2.29936 -4.59421 2.72308  -0.001
C -1.49076 -3.49552 3.18467  -0.013
C -1.44329 -2.29933 2.59459  0.062
N -2.18386 -2.01711 1.37087  -0.024
C -2.89081 -3.16704 0.82652  0.027
C -2.96350 -4.33292 1.47808  -0.006
H -1.56153 -6.99287 4.75067  0.000
H -0.65815 -5.61210 4.42202  0.000
H -0.88226 -3.58409 4.07631  -0.001
H -0.83116 -1.48753 2.95475  -0.008
H -3.26979 -3.02308 -0.17063  0.001
H -3.50444 -5.14518 1.00951  -0.001
C -4.94161 -0.92540 0.22620  -0.013
O -3.55925 -0.57388 0.17330  0.029
C -2.80232 -0.72682 1.34439  -0.226
C -3.40434 -0.19857 2.60800  0.006
H -5.26562 -1.05434 -0.80545  0.000
H -5.51631 -0.12128 0.69429  0.000
H -5.09412 -1.85648 0.77139  0.000
H -4.14527 -0.90679 2.99543  -0.005
H -3.89149 0.75901 2.41199  0.000
H -2.65401 -0.06018 3.38181  -0.004
O 0.05074 0.28568 3.75423  -0.002
C -0.50804 1.08532 3.00514  -0.008
O -0.76607 0.93457 1.76708  -0.021
C -0.90533 2.41022 3.64207  0.000
C -0.05710 2.95180 4.60456  -0.001
C -0.36555 4.15230 5.22448  0.000
C -1.54831 4.81368 4.91465  0.000
C -2.41518 4.26334 3.98175  0.000
C -2.08822 3.07315 3.34408  0.002
H 0.84117 2.40113 4.85043  0.000
H 0.31350 4.57021 5.95813  0.000
H -1.79649 5.74745 5.40537  0.000
H -3.34988 4.76006 3.74883  0.000
H -2.77051 2.64104 2.62488  -0.001
F -1.24019 -3.06986 -1.62905  0.003
C -1.35517 -1.73035 -1.61340  -0.017
F -0.43947 -1.30281 -2.56720  0.003
F -2.57388 -1.50130 -2.25128  0.001

Density functional theory data (wB97M-V/def2-TZVPD) for a single C4H8O2 molecule.

lowest unoccupied orbital energy: 0.0369 hartree
multiplicity: 1
F_max: 0.7 eV/A
highest occupied orbital energy: -0.3916 Eh
energy above the lowest of the compared OMol25 structures with the same formula, charge and spin: 0.9992 eV
SMILES: CCCOC=O
electronic energy: -307.675710 Eh

Each line ends with the Löwdin charge.
Atoms and positions in Å:
C 0.75534 -1.11316 -0.08597  -0.101
C 0.78891 0.03746 0.93232  -0.200
C -0.21997 1.13724 0.57902  -0.164
O -1.40948 0.49062 0.08611  -0.041
C -1.38667 0.12439 -1.19964  -0.386
O -0.70285 0.59817 -2.07143  0.059
H 1.70045 -1.64467 -0.15249  0.075
H -0.02547 -1.84094 0.16908  0.086
H 0.58190 -0.73525 -1.09498  0.055
H 1.79009 0.47866 0.96587  0.109
H 0.57281 -0.34378 1.93730  0.108
H -0.53928 1.71217 1.45238  0.124
H 0.16614 1.82358 -0.17929  0.122
H -2.07192 -0.72450 -1.33827  0.153